1.
# C3H7NO

An isolated molecule of C3H7NO at a distorted geometry (ωB97M-V with the def2-TZVPD basis set, the OMol25 dataset).

Computed properties:
SMILES: CC(C)=[NH+][O-]
Largest force on an atom, eV/A: 4.11
Spin multiplicity: 1
Relative energy (zero: lowest compared OMol25 entry of this formula, charge and spin), eV: 3.253
HOMO, hartree: -0.3061

Cartesian coordinates (Å):
C1 -0.74 -0.05 -0.92
C2 0.14 0.50 0.20
C3 1.63 0.38 0.01
N1 -0.33 1.28 1.13
O1 0.35 1.73 2.13
H1 -0.52 -1.08 -1.05
H2 -1.76 0.07 -0.57
H3 -0.52 0.59 -1.70
H4 1.99 0.72 -0.94
H5 2.06 1.12 0.81
H6 2.02 -0.58 0.46
H7 -1.32 1.30 1.24

***

2.
# C4H14O3

A cluster of 4 separate species, C4H14O3 in total at a distorted geometry (ωB97M-V with the def2-TZVPD basis set, the OMol25 dataset).

Computed properties:
SMILES: C=CCC.O.O.O
Largest force on an atom, eV/A: 1.74
Spin multiplicity: 1
Relative energy (zero: lowest compared OMol25 entry of this formula, charge and spin), eV: 0.984
HOMO, hartree: -0.3593

Cartesian coordinates (Å):
C1 2.11 0.81 0.57
C2 0.92 0.44 0.99
C3 0.00 1.44 1.68
C4 -0.56 0.93 2.99
H1 2.72 0.14 -0.02
H2 2.50 1.78 0.80
H3 0.49 -0.51 0.70
H4 -0.81 1.62 0.97
H5 0.58 2.32 1.87
H6 -1.14 0.02 2.94
H7 -1.17 1.72 3.44
H8 0.21 0.68 3.72
O1 0.34 1.11 -2.60
H9 -0.48 1.19 -3.09
H10 0.16 1.14 -1.65
O2 -1.55 -2.17 0.12
H11 -1.12 -3.00 0.39
H12 -1.31 -2.09 -0.82
O3 -0.56 -1.84 -2.60
H13 -0.37 -1.93 -3.54
H14 -0.44 -0.90 -2.45

***

3.
# C33H53N2O2P2Re

A structure of composition C33H53N2O2P2Re at a distorted geometry (ωB97M-V with the def2-TZVPD basis set, the OMol25 dataset).

Computed properties:
Total charge: +3
Largest force on an atom, eV/A: 6.69
Spin multiplicity: 4
<S²>: 3.795
Relative energy (zero: lowest compared OMol25 entry of this formula, charge and spin), eV: 1.637
HOMO (alpha / beta), hartree: -0.6121 / -0.6304

Cartesian coordinates (Å):
C1 2.12 -1.86 -0.90
C2 2.11 0.36 -1.84
C3 3.09 -2.25 -1.82
C4 2.89 -0.13 -2.93
C5 3.43 -1.40 -2.87
H1 3.51 -3.26 -1.74
H2 3.11 0.58 -3.72
H3 4.12 -1.72 -3.65
N1 1.61 -0.60 -0.93
P1 -0.09 -2.35 0.81
P2 1.13 2.14 -0.02
C6 1.57 -2.85 0.10
H4 1.48 -3.85 -0.36
H5 2.27 -2.97 0.94
C7 1.93 1.73 -1.59
H6 2.05 2.43 -2.42
C8 -0.24 3.53 -0.04
C9 2.86 2.92 0.52
C10 -1.31 -3.30 -0.32
C11 -0.04 -3.37 2.47
C12 -1.58 3.09 0.57
H7 -1.47 2.78 1.62
H8 -2.28 3.95 0.54
H9 -2.04 2.28 0.01
C13 0.18 4.75 0.77
H10 0.25 4.51 1.84
H11 1.12 5.20 0.43
H12 -0.60 5.52 0.67
C14 -0.50 3.90 -1.50
H13 -1.35 4.60 -1.53
H14 0.36 4.40 -1.97
H15 -0.78 3.01 -2.07
C15 2.87 3.43 1.96
H16 2.73 2.61 2.68
H17 3.85 3.89 2.17
H18 2.11 4.19 2.14
C16 3.97 1.85 0.46
H19 3.71 0.96 1.05
H20 4.21 1.55 -0.56
H21 4.88 2.29 0.90
C17 3.18 4.07 -0.48
H22 2.48 4.15 -1.32
H23 3.20 5.04 0.03
H24 4.16 3.93 -0.95
C18 -1.47 -3.49 3.01
H25 -1.44 -4.01 3.98
H26 -1.93 -2.50 3.17
H27 -2.12 -4.07 2.35
C19 0.85 -2.67 3.51
H28 1.87 -2.51 3.14
H29 0.44 -1.71 3.86
H30 0.92 -3.33 4.39
C20 0.57 -4.78 2.33
H31 0.63 -5.21 3.34
H32 -0.04 -5.47 1.75
H33 1.58 -4.77 1.92
C21 -0.89 -3.02 -1.79
H34 -1.68 -3.35 -2.47
H35 -0.71 -1.96 -1.97
H36 0.02 -3.58 -2.06
C22 -2.75 -2.82 -0.05
H37 -2.87 -1.75 -0.21
H38 -3.44 -3.35 -0.72
H39 -3.08 -3.04 0.98
C23 -1.36 -4.83 -0.14
H40 -0.38 -5.30 -0.20
H41 -1.87 -5.14 0.78
H42 -1.96 -5.23 -0.97
Re1 0.07 -0.03 0.41
C24 1.33 0.07 1.83
O1 2.08 0.18 2.75
N2 -1.96 0.18 -0.73
C25 -2.85 0.24 -1.55
C26 -3.04 0.61 -2.95
C27 -4.30 0.62 -3.55
C28 -1.89 0.94 -3.73
C29 -4.42 0.85 -4.92
H43 -5.15 0.44 -2.90
C30 -2.03 1.19 -5.10
H44 -0.90 0.99 -3.26
C31 -3.28 1.09 -5.71
H45 -5.40 0.85 -5.38
H46 -1.17 1.47 -5.71
H47 -3.40 1.22 -6.79
C32 -1.01 1.45 4.23
C33 -1.60 0.27 3.51
O2 -1.50 0.44 2.04
H48 0.07 1.55 4.06
H49 -1.16 1.34 5.31
H50 -1.51 2.38 3.94
H51 -1.09 -0.67 3.73
H52 -2.67 0.16 3.76
H53 -2.37 0.31 1.64

***

4.
# C4H5ClN2O

An isolated molecule of C4H5ClN2O at a distorted geometry (ωB97M-V with the def2-TZVPD basis set, the OMol25 dataset).

Computed properties:
SMILES: O/N=C1\NCC=C1Cl
Largest force on an atom, eV/A: 7.07
Spin multiplicity: 1
Relative energy (zero: lowest compared OMol25 entry of this formula, charge and spin), eV: 5.320
HOMO, hartree: -0.3150

Cartesian coordinates (Å):
O1 -2.51 -1.14 -0.17
N1 -1.16 -1.33 -0.07
C1 -0.59 -0.17 0.12
N2 -1.31 1.10 0.37
C2 -0.28 2.04 -0.03
C3 0.97 1.40 -0.25
C4 0.82 0.12 -0.23
Cl1 2.08 -0.96 0.07
H1 -2.59 -2.08 0.51
H2 -2.24 1.38 -0.31
H3 -0.12 2.64 0.90
H4 -0.49 2.67 -0.78
H5 1.93 2.00 0.06

***

5.
# C13H19IIrN3O3

A structure of composition C13H19IIrN3O3 at a distorted geometry (ωB97M-V with the def2-TZVPD basis set, the OMol25 dataset).

Computed properties:
Largest force on an atom, eV/A: 1.16
Spin multiplicity: 5
<S²>: 6.014
Relative energy (zero: lowest compared OMol25 entry of this formula, charge and spin), eV: 3.540
HOMO (alpha / beta), hartree: -0.2574 / -0.2909

Cartesian coordinates (Å):
Ir1 0.37 0.71 0.83
C1 1.81 -1.90 0.98
C2 2.64 -0.79 1.61
N1 2.35 0.44 0.87
C3 1.80 2.26 3.14
C4 -0.15 1.43 4.16
N2 -1.41 0.50 1.62
C5 -1.66 -0.85 2.18
C6 -0.42 -1.77 2.18
N3 0.39 -1.52 0.99
H1 1.97 -2.90 1.38
H2 2.09 -1.92 -0.08
H3 3.70 -1.05 1.55
H4 2.40 -0.71 2.68
H5 2.93 1.20 1.22
H6 1.47 3.12 2.56
H7 2.56 2.31 3.90
H8 -0.51 2.44 4.24
H9 -0.22 0.71 4.96
H10 -1.73 1.21 2.27
H11 -2.46 -1.34 1.62
H12 -1.99 -0.76 3.22
H13 -0.83 -2.79 2.22
H14 0.20 -1.63 3.06
H15 -0.11 -1.84 0.17
I1 -1.77 1.05 -7.86
C7 -1.44 0.65 -5.83
C8 -0.57 1.46 -5.11
C9 -0.36 1.19 -3.76
C10 -1.01 0.13 -3.15
C11 -1.88 -0.67 -3.88
C12 -2.10 -0.41 -5.23
C13 -0.81 -0.18 -1.69
O1 -1.33 -1.16 -1.19
O2 0.10 0.58 -1.14
H16 -0.06 2.28 -5.59
H17 0.32 1.81 -3.19
H18 -2.38 -1.49 -3.39
H19 -2.78 -1.03 -5.80
O3 0.89 1.23 3.28

***

6.
# H10O4S

A cluster of 5 separate species, H10O4S in total at a distorted geometry (ωB97M-V with the def2-TZVPD basis set, the OMol25 dataset).

Computed properties:
Total charge: -1
Largest force on an atom, eV/A: 6.71
Spin multiplicity: 2
<S²>: 0.750
Relative energy (zero: lowest compared OMol25 entry of this formula, charge and spin), eV: 1.303
HOMO (alpha / beta), hartree: 0.0265 / -0.2409

Cartesian coordinates (Å):
S1 2.10 -2.63 1.36
H1 1.95 -1.20 1.64
H2 0.77 -2.81 1.84
H3 -2.63 -1.63 0.03
H4 -1.76 -0.64 0.63
O1 -1.91 -1.56 0.61
H5 -0.99 0.00 -2.76
H6 0.66 -0.26 -2.75
O2 -0.11 -0.09 -2.24
H7 2.09 2.28 0.06
H8 1.53 2.57 1.47
O3 1.86 1.92 0.88
H9 -1.75 1.87 -0.10
H10 -0.40 1.10 -0.35
O4 -1.41 1.09 -0.32

***

7.
# C7H9N3O2

An isolated molecule of C7H9N3O2 at a distorted geometry (ωB97M-V with the def2-TZVPD basis set, the OMol25 dataset).

Computed properties:
SMILES: N[C@H](Cc1ncccn1)C(=O)O
Largest force on an atom, eV/A: 3.55
Spin multiplicity: 1
Relative energy (zero: lowest compared OMol25 entry of this formula, charge and spin), eV: 0.991
HOMO, hartree: -0.3617

Cartesian coordinates (Å):
N1 2.12 0.34 1.39
C1 1.78 0.70 0.00
C2 0.32 1.39 -0.30
C3 -0.75 0.46 -0.22
N2 -0.57 -0.71 0.40
C4 -1.71 -1.40 0.47
C5 -2.98 -1.07 0.08
C6 -3.05 0.09 -0.70
N3 -1.94 0.89 -0.78
C7 2.02 -0.51 -0.90
O1 1.51 -0.63 -2.03
O2 2.90 -1.45 -0.47
H1 2.23 1.18 1.88
H2 1.31 -0.12 1.90
H3 2.52 1.41 -0.32
H4 0.37 1.78 -1.29
H5 0.03 2.22 0.31
H6 -1.51 -2.34 0.89
H7 -3.85 -1.60 0.43
H8 -3.95 0.55 -1.18
H9 3.19 -1.20 0.45

***

8.
# C14H16Cl16N2O

A cluster of 7 separate species, C14H16Cl16N2O in total at a distorted geometry (ωB97M-V with the def2-TZVPD basis set, the OMol25 dataset).

Computed properties:
Total charge: -1
Largest force on an atom, eV/A: 3.53
Spin multiplicity: 2
<S²>: 0.752
Relative energy (zero: lowest compared OMol25 entry of this formula, charge and spin), eV: 0.447
HOMO (alpha / beta), hartree: -0.0173 / -0.2185

Cartesian coordinates (Å):
N1 -0.70 -3.76 0.99
C1 -0.84 -3.42 -0.31
C2 -1.94 -2.66 -0.44
C3 -2.52 -2.59 0.82
C4 -1.67 -3.12 1.68
H1 0.01 -4.37 1.37
H2 -0.08 -3.79 -0.98
H3 -2.29 -2.18 -1.35
H4 -3.42 -2.03 1.04
H5 -1.79 -3.29 2.74
N2 1.31 -0.21 -5.44
C5 0.69 -0.84 -4.34
C6 1.36 -0.38 -3.20
C7 2.27 0.62 -3.59
C8 2.30 0.62 -4.94
H6 1.02 -0.33 -6.40
H7 -0.14 -1.52 -4.50
H8 1.19 -0.71 -2.18
H9 2.89 1.24 -2.95
H10 2.97 1.07 -5.66
C9 -0.19 0.51 6.59
Cl1 -0.31 -0.94 7.63
Cl2 -1.77 1.26 6.36
Cl3 0.76 1.79 7.49
Cl4 0.49 0.04 5.00
C10 1.62 4.31 -0.42
Cl5 0.77 3.94 1.14
Cl6 1.36 6.02 -0.87
Cl7 3.35 4.05 -0.14
Cl8 1.04 3.19 -1.69
C11 -3.56 2.13 -1.73
Cl9 -3.60 0.36 -2.02
Cl10 -4.70 2.68 -0.49
Cl11 -1.94 2.48 -1.02
Cl12 -3.92 3.06 -3.20
C12 3.47 -1.31 0.60
Cl13 5.04 -1.71 -0.12
Cl14 3.02 0.22 -0.14
Cl15 2.31 -2.60 0.12
Cl16 3.72 -1.23 2.34
C13 -0.06 0.12 1.03
C14 -1.19 0.84 1.71
O1 -2.40 0.44 1.28
H11 -0.17 -0.93 1.32
H12 0.87 0.47 1.47
H13 -0.10 0.33 -0.04
H14 -1.03 1.91 1.58
H15 -1.12 0.72 2.79
H16 -2.36 -0.49 1.07

***

9.
# C5H6OS2

An isolated molecule of C5H6OS2 at a distorted geometry (ωB97M-V with the def2-TZVPD basis set, the OMol25 dataset).

Computed properties:
SMILES: C=C(CC=O)SC=S
Largest force on an atom, eV/A: 3.38
Spin multiplicity: 1
Relative energy (zero: lowest compared OMol25 entry of this formula, charge and spin), eV: 1.786
HOMO, hartree: -0.3297

Cartesian coordinates (Å):
C1 -0.54 1.86 -0.03
C2 -0.09 0.58 0.03
C3 -0.81 -0.59 0.56
C4 -1.64 -1.16 -0.62
O1 -2.77 -1.51 -0.51
S1 1.36 0.38 -0.92
C5 2.52 -0.29 0.22
S2 3.91 -0.89 -0.24
H1 0.08 2.61 -0.62
H2 -1.52 2.19 0.28
H3 -0.11 -1.44 0.75
H4 -1.48 -0.37 1.42
H5 -1.10 -1.04 -1.58
H6 2.17 -0.34 1.27

***

10.
# H21O11

A cluster of 11 separate species, H21O11 in total at a distorted geometry (ωB97M-V with the def2-TZVPD basis set, the OMol25 dataset).

Computed properties:
Total charge: -1
Largest force on an atom, eV/A: 3.93
Spin multiplicity: 1
Relative energy (zero: lowest compared OMol25 entry of this formula, charge and spin), eV: 2.525
HOMO, hartree: -0.2367

Cartesian coordinates (Å):
O1 -0.99 -2.64 2.00
H1 -0.82 -1.65 1.95
H2 -0.68 1.66 1.71
O2 0.23 1.47 1.85
H3 -2.91 -0.49 -3.16
H4 -4.49 1.84 0.89
O3 2.27 -3.85 1.82
H5 -3.61 -0.22 -1.91
H6 2.16 3.78 -1.94
O4 -1.34 0.54 -1.58
H7 0.69 3.29 -2.20
H8 0.99 1.75 -0.72
O5 2.87 -0.32 1.83
H9 2.73 -1.61 -1.30
H10 -0.90 -2.81 1.03
O6 1.24 3.86 -1.60
H11 1.82 -0.40 -1.47
H12 -3.32 2.78 1.47
O7 -4.26 2.50 1.49
H13 2.22 -3.30 2.70
O8 -3.82 -0.31 -2.84
H14 1.69 -3.61 1.13
H15 0.78 -0.73 -0.01
O9 0.19 -1.47 -0.16
H16 -0.42 -1.30 -0.86
H17 0.60 1.35 0.97
O10 2.65 -0.87 -1.85
H18 2.09 -0.58 1.37
H19 -1.51 1.42 -2.09
O11 1.05 0.82 -0.69
H20 3.06 0.57 1.49
H21 -0.55 0.87 -0.95

***

11.
# C3H6IMgO

A structure of composition C3H6IMgO at a distorted geometry (ωB97M-V with the def2-TZVPD basis set, the OMol25 dataset).

Computed properties:
Total charge: +1
Largest force on an atom, eV/A: 2.30
Spin multiplicity: 1
Relative energy (zero: lowest compared OMol25 entry of this formula, charge and spin), eV: 3.587
HOMO, hartree: -0.4076

Cartesian coordinates (Å):
Mg1 6.37 -5.21 -5.21
I1 3.84 -2.61 -2.81
C1 -1.50 0.08 1.85
C2 -1.38 1.27 0.85
O1 -2.01 2.32 1.01
C3 -0.32 1.18 -0.25
H1 -1.53 -0.85 1.29
H2 -2.49 0.22 2.30
H3 -0.81 0.04 2.69
H4 -0.52 1.93 -1.01
H5 -0.35 0.24 -0.79
H6 0.70 1.39 0.08

***

12.
# C19H38O

An isolated molecule of C19H38O (ωB97M-V with the def2-TZVPD basis set, the OMol25 dataset).

Computed properties:
SMILES: C/C(=C\CO)CC[C@@H](C)CCC[C@@H](C)CCCC(C)C
Largest force on an atom, eV/A: 0.49
Spin multiplicity: 1
Relative energy (zero: lowest compared OMol25 entry of this formula, charge and spin), eV: 0.186
HOMO, hartree: -0.3286

Cartesian coordinates (Å):
C1 -2.15 3.90 1.59
C2 -1.47 3.26 2.77
C3 -2.06 2.31 3.48
C4 -3.42 1.74 3.16
O1 -3.33 0.97 1.97
C5 -0.11 3.78 3.13
C6 0.97 3.56 2.05
C7 1.50 2.13 1.87
C8 2.03 1.56 3.19
C9 0.48 1.16 1.27
C10 0.16 1.43 -0.20
C11 -1.02 0.60 -0.70
C12 -0.72 -0.89 -0.89
C13 -2.03 -1.68 -0.90
C14 0.07 -1.12 -2.19
C15 0.71 -2.51 -2.28
C16 1.54 -2.65 -3.56
C17 2.20 -4.01 -3.76
C18 1.18 -5.14 -3.90
C19 3.20 -4.34 -2.65
H1 -3.12 4.29 1.88
H2 -2.30 3.17 0.80
H3 -1.55 4.72 1.20
H4 -1.55 1.86 4.32
H5 -4.15 2.55 3.02
H6 -3.76 1.10 3.99
H7 -4.20 0.63 1.75
H8 -0.20 4.86 3.28
H9 0.22 3.34 4.07
H10 1.83 4.19 2.33
H11 0.60 3.92 1.10
H12 2.34 2.20 1.18
H13 2.60 0.65 3.01
H14 2.68 2.28 3.69
H15 1.21 1.31 3.86
H16 0.88 0.15 1.35
H17 -0.45 1.19 1.84
H18 1.05 1.25 -0.81
H19 -0.10 2.49 -0.32
H20 -1.38 1.01 -1.65
H21 -1.83 0.70 0.03
H22 -0.12 -1.24 -0.05
H23 -1.85 -2.74 -1.01
H24 -2.66 -1.35 -1.72
H25 -2.56 -1.52 0.03
H26 0.87 -0.38 -2.25
H27 -0.59 -0.97 -3.04
H28 1.34 -2.66 -1.41
H29 -0.08 -3.27 -2.27
H30 2.31 -1.88 -3.55
H31 0.89 -2.45 -4.41
H32 2.76 -3.95 -4.71
H33 1.68 -6.06 -4.19
H34 0.66 -5.31 -2.96
H35 0.44 -4.89 -4.66
H36 3.91 -3.52 -2.52
H37 2.69 -4.51 -1.71
H38 3.76 -5.24 -2.90